Record 1
Molecular formula: C35H73N3O2S
Method: DFT, ωB97M-V/def2-TZVPD

Calculated values
- DFT total energy (eV) = -56880.0766
- energy above the lowest of the compared OMol25 structures with the same formula, charge and spin (kJ/mol) = 0.0
- structure (SMILES) = NC(N)(N)CC1=CC(=O)C(CCCS)=CC1=O.CCCCCC.CCCCCC.CCCCCC.CCCCCC
- highest occupied orbital energy (eV) = -9.445
- strongest force on any atom (eV/Å) = 0.9

Geometry as XYZ:
```
114
Properties=species:S:1:pos:R:3:mulliken_charge:R:1
N 1.55 -1.16 1.34 -0.732
C 1.93 -1.01 -0.05 0.899
N 1.26 -2.04 -0.93 -0.205
N 3.37 -1.15 -0.15 -0.626
C 1.52 0.37 -0.55 -1.815
C 0.10 0.33 -0.99 0.475
C -0.92 0.69 -0.21 -0.171
C -2.29 0.51 -0.75 -0.056
O -3.22 1.26 -0.50 -0.542
C -2.46 -0.67 -1.66 1.196
C -3.76 -1.40 -1.59 -1.148
C -4.11 -1.80 -0.14 -0.428
C -4.31 -3.30 0.02 -0.982
S -2.80 -4.25 -0.28 -0.168
C -1.44 -0.99 -2.47 -0.755
C -0.21 -0.17 -2.37 0.270
O 0.49 0.11 -3.33 -0.643
H 1.80 -2.09 1.65 0.276
H 0.54 -1.11 1.42 0.311
H 0.38 -2.33 -0.53 -0.064
H 1.87 -2.84 -1.06 0.193
H 3.64 -2.06 0.21 0.310
H 3.58 -1.19 -1.15 0.076
H 1.61 1.04 0.30 0.444
H 2.19 0.71 -1.33 0.348
H -0.80 1.08 0.79 0.719
H -3.67 -2.29 -2.19 0.486
H -4.54 -0.76 -1.98 0.302
H -5.01 -1.28 0.19 0.349
H -3.33 -1.51 0.55 0.267
H -5.08 -3.67 -0.65 0.422
H -4.67 -3.49 1.02 0.435
H -1.99 -3.66 0.62 0.072
H -1.50 -1.80 -3.16 0.453
C 2.78 -7.60 -5.76 -1.206
C 1.97 -6.34 -6.04 -0.498
C 2.61 -5.07 -5.49 -0.795
C 2.77 -5.04 -3.97 0.112
C 1.47 -5.20 -3.18 -0.687
C 0.47 -4.08 -3.44 -0.884
H 2.88 -7.78 -4.69 0.280
H 2.31 -8.48 -6.20 0.387
H 3.79 -7.52 -6.18 0.293
H 0.96 -6.46 -5.65 0.242
H 1.87 -6.23 -7.13 0.401
H 2.02 -4.20 -5.81 0.357
H 3.60 -4.94 -5.94 0.456
H 3.22 -4.08 -3.69 -0.418
H 3.48 -5.81 -3.66 0.434
H 1.73 -5.21 -2.11 0.326
H 1.01 -6.17 -3.38 0.407
H 0.92 -3.11 -3.21 0.114
H -0.42 -4.20 -2.82 0.276
H 0.14 -4.06 -4.48 0.426
C -6.80 7.02 2.07 -1.298
C -5.31 6.86 2.33 0.045
C -4.51 6.49 1.08 -0.752
C -4.89 5.15 0.44 -0.782
C -4.79 3.94 1.37 -0.417
C -3.37 3.69 1.88 -0.851
H -7.25 6.10 1.71 0.290
H -7.33 7.31 2.98 0.403
H -6.98 7.80 1.32 0.291
H -5.16 6.11 3.11 -0.095
H -4.91 7.80 2.73 0.391
H -3.44 6.48 1.34 0.320
H -4.63 7.28 0.34 0.390
H -4.25 4.98 -0.42 0.330
H -5.91 5.21 0.05 0.354
H -5.13 3.06 0.83 0.346
H -5.47 4.06 2.22 0.282
H -2.69 3.52 1.05 0.230
H -3.35 2.80 2.52 0.090
H -3.00 4.53 2.47 0.407
C 5.22 -1.86 -3.54 -0.899
C 6.69 -1.74 -3.93 -0.635
C 7.62 -1.59 -2.74 -0.745
C 7.39 -0.34 -1.89 -0.498
C 7.48 0.98 -2.65 -0.374
C 8.86 1.23 -3.26 -1.239
H 4.87 -0.96 -3.02 0.146
H 4.59 -1.99 -4.42 0.441
H 5.06 -2.72 -2.88 0.311
H 6.81 -0.90 -4.62 0.284
H 6.97 -2.64 -4.49 0.353
H 8.66 -1.60 -3.10 0.358
H 7.52 -2.47 -2.10 0.357
H 8.12 -0.34 -1.07 0.401
H 6.41 -0.41 -1.41 0.136
H 7.25 1.79 -1.96 0.382
H 6.72 1.02 -3.43 0.259
H 9.63 1.24 -2.49 0.299
H 8.88 2.20 -3.77 0.380
H 9.12 0.47 -4.00 0.287
C -1.99 1.03 8.75 -1.189
C -3.21 1.88 8.37 -0.413
C -3.52 1.87 6.87 -0.731
C -2.41 2.45 5.99 -0.125
C -2.01 3.89 6.32 -0.501
C -3.14 4.89 6.13 -0.852
H -1.08 1.41 8.28 0.282
H -1.83 1.05 9.82 0.382
H -2.13 -0.01 8.44 0.291
H -3.07 2.90 8.72 0.237
H -4.08 1.49 8.90 0.362
H -4.45 2.42 6.70 0.334
H -3.71 0.84 6.55 0.380
H -2.74 2.41 4.95 -0.102
H -1.52 1.82 6.05 0.343
H -1.18 4.17 5.66 0.370
H -1.62 3.95 7.34 0.300
H -3.52 4.87 5.11 -0.033
H -2.80 5.90 6.35 0.409
H -3.98 4.68 6.80 0.289
```

=====

Record 2
Molecular formula: C35H74BFN10O6P3
Method: DFT, ωB97M-V/def2-TZVPD

Calculated values
- DFT total energy (eV) = -95939.8899
- charge = -1
- highest occupied orbital energy (eV) = -3.627
- strongest force on any atom (eV/Å) = 1.9

Geometry as XYZ:
```
130
Properties=species:S:1:pos:R:3:mulliken_charge:R:1
C 1.22 3.30 -0.15 -0.862
B 0.32 2.25 -0.90 1.404
O -0.97 2.67 -1.21 -0.805
P 0.85 0.39 -1.32 0.202
C -0.31 0.33 -2.94 -1.070
O 0.36 -0.43 -3.93 -0.471
O -0.57 -0.62 -5.03 -0.071
C -0.67 -0.17 -0.21 -2.316
C -0.93 -1.65 0.05 1.055
C -0.28 -2.26 1.27 -1.116
F -0.72 -2.45 -1.07 -0.337
C 2.08 0.34 0.19 -1.494
C 3.12 -0.78 0.47 0.231
N 2.85 -2.12 -0.02 -0.537
N 4.44 -0.34 0.02 -0.579
N 3.30 -0.88 1.93 -0.470
P 2.72 1.10 -2.65 -0.098
P 2.30 2.67 -4.03 1.008
O 2.02 3.94 -3.38 -0.722
O 3.60 2.80 -4.98 -0.579
O 1.22 2.36 -5.17 -0.452
H 2.21 3.35 -0.58 0.318
H 0.80 4.29 -0.21 0.371
H 1.33 3.03 0.89 -0.146
H -1.48 2.80 -0.41 0.281
H 1.22 -0.95 -1.70 0.375
H -0.54 1.30 -3.36 0.439
H -1.25 -0.19 -2.75 0.303
H 0.03 -0.91 -5.72 0.199
H -0.53 0.29 0.76 0.790
H -1.60 0.24 -0.56 0.804
H -1.98 -1.72 0.26 -0.048
H 0.37 -1.56 1.75 -0.136
H -1.02 -2.58 1.98 0.344
H 0.27 -3.13 0.98 0.299
H 2.72 1.20 0.09 0.630
H 1.55 0.53 1.11 0.370
H 3.41 -2.35 -0.81 0.323
H 1.89 -2.31 -0.24 -0.009
H 5.08 -0.99 0.47 0.348
H 4.54 -0.50 -0.97 0.396
H 2.55 -1.44 2.30 -0.210
H 3.24 0.07 2.30 0.303
H 2.96 0.02 -3.53 -0.039
H 4.29 3.19 -4.45 0.322
H 1.65 2.09 -5.98 0.268
C -1.08 -3.71 -3.86 -1.245
C -2.27 -3.21 -4.67 0.955
C -3.15 -4.35 -5.22 -0.401
C -2.41 -5.22 -6.13 0.074
N -1.82 -5.89 -6.84 -0.526
H -0.40 -4.30 -4.47 0.379
H -0.53 -2.86 -3.47 0.058
H -1.41 -4.31 -3.02 0.427
H -1.92 -2.59 -5.50 -0.280
H -2.89 -2.57 -4.04 -0.179
H -4.00 -3.94 -5.77 0.371
H -3.54 -4.96 -4.41 0.400
C -5.52 -1.52 -3.17 -0.760
C -5.93 -2.96 -2.87 0.016
C -6.28 -3.15 -1.39 -0.682
C -5.11 -2.84 -0.58 0.234
N -4.19 -2.59 0.05 -0.381
H -4.63 -1.23 -2.60 0.106
H -5.29 -1.38 -4.22 0.055
H -6.33 -0.83 -2.91 0.430
H -5.12 -3.64 -3.14 -0.128
H -6.79 -3.23 -3.48 0.384
H -6.58 -4.18 -1.18 0.344
H -7.09 -2.49 -1.10 0.295
C -5.15 -0.80 3.22 -1.192
C -4.14 -1.72 3.89 0.006
C -3.36 -1.03 5.01 -0.422
C -2.59 0.11 4.51 0.234
N -1.99 0.99 4.12 -0.463
H -4.66 0.05 2.74 0.300
H -5.70 -1.34 2.45 0.263
H -5.87 -0.41 3.94 0.380
H -3.44 -2.09 3.14 -0.103
H -4.65 -2.58 4.31 0.394
H -2.65 -1.73 5.46 0.215
H -4.03 -0.67 5.79 0.391
C 2.55 5.25 5.00 -0.995
C 1.56 5.04 3.86 -0.611
C 1.16 3.58 3.59 -0.077
C 2.31 2.77 3.21 0.085
N 3.20 2.11 2.91 -0.601
H 3.49 4.74 4.80 0.153
H 2.76 6.31 5.13 0.399
H 2.16 4.86 5.94 0.308
H 1.98 5.46 2.94 0.306
H 0.65 5.61 4.07 0.388
H 0.45 3.53 2.77 0.163
H 0.70 3.13 4.47 0.464
C -4.08 -0.66 -9.60 -1.222
C -2.87 -0.16 -8.80 -0.661
C -2.90 -0.60 -7.34 0.695
C -4.08 -0.08 -6.65 0.337
N -4.97 0.35 -6.09 -0.586
H -5.01 -0.25 -9.20 0.347
H -4.00 -0.36 -10.64 0.370
H -4.14 -1.75 -9.57 0.308
H -2.83 0.92 -8.85 0.345
H -1.96 -0.54 -9.26 0.362
H -2.02 -0.24 -6.81 -0.136
H -2.92 -1.69 -7.26 -0.042
C 2.66 -3.74 5.84 -1.392
C 2.74 -2.51 4.94 -0.280
C 1.54 -1.58 5.11 -0.164
C 0.31 -2.27 4.76 0.370
N -0.60 -2.85 4.40 -0.571
H 1.80 -4.36 5.59 0.331
H 3.55 -4.36 5.72 0.399
H 2.59 -3.46 6.89 0.331
H 2.82 -2.82 3.90 0.239
H 3.64 -1.95 5.17 0.440
H 1.64 -0.71 4.47 -0.058
H 1.46 -1.23 6.14 0.461
C 6.28 6.31 6.45 -1.107
C 7.34 5.22 6.56 -0.410
C 6.98 3.96 5.77 -0.364
C 5.74 3.37 6.25 0.194
N 4.76 2.92 6.63 -0.436
H 5.33 5.98 6.87 0.298
H 6.59 7.20 7.00 0.361
H 6.12 6.59 5.41 0.304
H 7.49 4.96 7.61 0.288
H 8.29 5.60 6.19 0.305
H 7.77 3.21 5.86 0.312
H 6.86 4.19 4.71 0.283
```

=====

Q: What is the highest occupied orbital energy in the second record?
A: -3.627 eV

=====

Q: Number 2 is which compound?
A: C35H74BFN10O6P3